P:
Computed, not measured: a molecular structure, C13H17N3O5, with ωB97M-V/def2-TZVPD.

Kohn-Sham gap = 7.84 eV
E_LUMO = -0.08 eV
M = 295.3 g/mol
Highest occupied orbital energy = -7.92 eV

Structure (ORCA input):
```
! RIJCOSX wB97M-V def2-TZVPD def2/J DEFGRID3
* xyz 0 1
C -1.33 -1.93 -0.55
C -0.63 -0.75 0.12
C -2.53 -2.31 0.32
C -3.46 -1.06 0.41
C -0.20 1.71 -0.05
C -1.31 2.71 0.06
C 1.07 2.12 -0.82
C 2.07 1.13 -0.41
C 3.12 1.46 0.56
C 2.07 -0.19 -0.87
C 4.10 0.44 0.84
C 2.93 -1.21 -0.43
C 4.25 -0.85 0.24
H -0.64 -3.76 0.41
H -1.22 -3.56 -1.52
H -1.82 -1.69 -1.46
H -3.05 -3.31 0.05
H -2.23 -2.49 1.42
H -5.28 -1.88 1.16
H -5.29 0.07 0.72
H -1.62 0.59 -1.56
H 0.01 1.23 1.00
H 1.37 3.25 -0.92
H 0.82 1.80 -1.84
H 3.28 2.46 1.03
H 1.28 -0.70 -1.53
H 4.67 0.49 1.90
H 2.60 -2.37 -0.49
H 4.62 -2.57 -0.09
H -2.59 1.18 -0.47
N -0.49 -3.10 -0.70
N -4.92 -1.10 0.53
N -0.63 0.50 -0.70
O -0.26 -0.71 1.28
O -3.15 0.02 -0.09
O -1.14 3.91 0.37
O 5.35 -1.64 0.25
O -2.50 2.10 -0.33
*
```



Q:
Computed, not measured: C13H17N3O5 in the gas phase, with ωB97M-V/def2-TZVPD.

Kohn-Sham gap = 8.81 eV
E_LUMO = 0.26 eV
M = 295.3 g/mol
Highest occupied orbital energy = -8.55 eV

Structure (ORCA input):
```
! RIJCOSX wB97M-V def2-TZVPD def2/J DEFGRID3
* xyz 0 1
C 0.27 0.93 1.11
C -0.55 -0.35 1.17
C -0.56 2.21 1.21
C -1.52 2.38 0.09
C -1.22 3.16 -1.00
C -2.69 1.56 0.04
C -2.02 3.03 -2.14
C -3.37 1.37 -1.17
C -3.00 2.10 -2.32
C 0.81 -2.11 -0.04
C 0.44 -3.49 -0.60
C 1.81 -2.15 1.16
C 3.34 -2.25 0.82
H 1.99 1.55 0.09
H 0.77 1.05 -0.85
H 0.76 0.87 2.07
H 0.03 3.11 1.30
H -1.10 2.11 2.13
H -0.28 3.80 -1.01
H -2.96 0.94 0.93
H -1.79 3.75 -2.98
H -4.14 0.67 -1.17
H -4.40 1.73 -3.60
H -1.12 -2.06 0.56
H 1.41 -1.63 -0.83
H 1.67 -1.22 1.70
H 1.56 -3.08 1.70
H 5.15 -1.50 1.45
H 3.76 -1.18 2.48
H 2.33 -3.70 -1.00
N 1.26 0.81 0.05
N -0.39 -1.42 0.36
N 4.19 -1.58 1.64
O -1.39 -0.35 2.08
O -3.45 2.04 -3.59
O -0.68 -3.96 -0.54
O 3.65 -3.02 -0.08
O 1.45 -4.10 -1.23
*
```



What should be chosen as the most stable of them? Choose Q.



P:
Computed, not measured: C17H22N2O2S in the gas phase, with ωB97M-V/def2-TZVPD.

Kohn-Sham gap = 8.72 eV
E_LUMO = 0.50 eV
M = 318.4 g/mol
Highest occupied orbital energy = -8.22 eV

Structure (ORCA input):
```
! RIJCOSX wB97M-V def2-TZVPD def2/J DEFGRID3
* xyz 0 1
C -2.02 1.28 -3.88
H -2.55 1.18 -4.82
H -2.51 2.04 -3.28
H -1.00 1.61 -4.08
C -2.01 -0.05 -3.13
C -1.28 0.06 -1.82
C 0.05 -0.21 -1.69
N 0.69 -0.06 -0.51
C 0.04 0.32 0.54
N -1.28 0.60 0.55
C -2.01 0.52 -0.68
O -3.19 0.82 -0.68
C -2.08 1.05 1.68
C -1.75 0.39 3.01
H -0.90 0.84 3.51
H -2.61 0.49 3.67
H -1.55 -0.67 2.88
C -2.10 2.59 1.75
C -0.74 3.26 1.90
H -0.11 3.04 1.04
H -0.87 4.34 1.95
H -0.23 2.93 2.80
H -2.74 2.87 2.59
H -2.58 2.95 0.84
H -3.10 0.75 1.40
S 1.03 0.41 1.99
C 2.67 -0.03 1.30
C 2.72 -1.39 0.69
C 2.17 -2.49 1.34
C 2.22 -3.74 0.77
C 2.81 -3.92 -0.47
C 3.37 -2.83 -1.13
C 3.32 -1.57 -0.55
H 3.76 -0.73 -1.06
H 3.83 -2.96 -2.09
H 2.84 -4.89 -0.93
H 1.78 -4.58 1.28
H 1.71 -2.35 2.31
H 3.33 0.04 2.17
H 2.94 0.74 0.58
O 0.80 -0.64 -2.71
H 1.69 -0.83 -2.36
H -1.52 -0.82 -3.74
H -3.04 -0.35 -2.93
*
```



Q:
Computed, not measured: C17H22N2O2S in the gas phase, with ωB97M-V/def2-TZVPD.

Kohn-Sham gap = 8.45 eV
E_LUMO = -0.41 eV
M = 318.4 g/mol
Highest occupied orbital energy = -8.86 eV

Structure (ORCA input):
```
! RIJCOSX wB97M-V def2-TZVPD def2/J DEFGRID3
* xyz 0 1
C 0.01 0.71 3.35
C 0.52 -0.31 2.28
C 1.90 -0.90 2.73
C -0.52 -1.37 1.95
C -0.08 -2.47 1.20
C -1.04 -3.33 0.67
C -2.39 -3.12 0.93
C -2.80 -2.07 1.74
C -1.86 -1.17 2.26
H -0.65 1.44 2.87
H -0.49 0.23 4.20
H 0.88 1.28 3.75
H 2.36 -1.51 1.96
H 2.56 -0.02 2.89
H 1.86 -1.46 3.68
H 0.97 -2.65 1.01
H -0.68 -4.16 0.08
H -3.13 -3.85 0.57
H -3.84 -1.92 2.03
H -2.17 -0.37 2.92
C 2.52 0.14 -3.68
C 1.78 -0.74 -2.73
N 1.05 0.00 -1.64
C 1.53 -0.05 -0.33
O 2.64 -0.57 -0.17
C 0.76 0.50 0.90
C -0.30 1.47 0.29
O -0.82 2.32 1.03
N -0.69 1.46 -1.04
C -1.85 2.34 -1.48
C -1.44 3.51 -2.31
C -0.10 0.69 -2.05
S -0.62 0.73 -3.65
H 3.07 -0.55 -4.35
H 1.84 0.75 -4.28
H 3.27 0.75 -3.17
H 0.95 -1.20 -3.25
H 2.49 -1.46 -2.32
H 1.46 1.12 1.43
H -2.39 1.64 -2.11
H -2.41 2.70 -0.63
H -2.37 4.09 -2.48
H -0.75 4.17 -1.79
H -1.04 3.20 -3.28
*
```



What should be chosen as the most stable of them? Choose P.